Record 1
The following is a quantum chemistry calculation of 4 unconnected molecules or ions with the total composition C24H54F6N3P, from the OMol25 dataset.

Geometry (Å):
C (-1.409, -4.249, -4.513)
C (-1.661, -3.766, -3.093)
C (-0.661, -4.489, -2.066)
N (-0.840, -4.295, -0.557)
C (-2.085, -5.062, -0.061)
C (0.370, -4.866, 0.227)
C (0.831, -3.927, 1.372)
C (-0.230, -2.834, 1.245)
C (-0.897, -2.790, -0.118)
H (-0.532, -3.735, -4.907)
H (-2.180, -4.043, -5.255)
H (-1.197, -5.318, -4.530)
H (-2.710, -3.923, -2.840)
H (-1.600, -2.686, -2.961)
H (0.370, -4.239, -2.317)
H (-0.750, -5.575, -2.073)
H (-2.928, -4.523, -0.495)
H (-2.212, -4.981, 1.018)
H (-2.062, -6.092, -0.417)
H (0.208, -5.895, 0.548)
H (1.232, -4.935, -0.436)
H (0.947, -4.478, 2.305)
H (1.806, -3.444, 1.310)
H (-0.863, -3.129, 2.081)
H (0.112, -1.842, 1.541)
H (-1.939, -2.508, 0.035)
H (-0.309, -2.133, -0.759)
C (-0.566, 2.554, 8.389)
C (-0.260, 2.959, 6.916)
C (-0.875, 1.929, 6.014)
N (-0.356, 1.904, 4.561)
C (1.123, 1.368, 4.329)
C (-0.603, 3.269, 3.911)
C (-1.226, 3.072, 2.500)
C (-1.902, 1.756, 2.562)
C (-1.270, 0.953, 3.734)
H (0.004, 3.005, 9.201)
H (-0.347, 1.512, 8.621)
H (-1.629, 2.688, 8.591)
H (0.826, 2.914, 6.827)
H (-0.571, 3.981, 6.698)
H (-1.931, 2.201, 6.029)
H (-0.563, 0.940, 6.350)
H (1.365, 1.733, 3.331)
H (1.166, 0.285, 4.448)
H (1.799, 1.789, 5.074)
H (0.309, 3.841, 4.084)
H (-1.302, 3.783, 4.571)
H (-0.396, 2.987, 1.799)
H (-1.853, 3.873, 2.108)
H (-1.820, 1.157, 1.655)
H (-2.945, 1.839, 2.867)
H (-0.653, 0.134, 3.365)
H (-1.982, 0.376, 4.324)
C (3.874, 3.113, -4.896)
C (2.420, 3.327, -4.213)
C (1.663, 2.106, -4.565)
N (0.177, 2.031, -4.189)
C (-0.587, 3.370, -4.529)
C (-0.036, 1.639, -2.685)
C (-0.491, 0.207, -2.737)
C (-1.403, 0.120, -3.886)
C (-0.594, 0.954, -4.925)
H (4.317, 2.151, -4.638)
H (4.523, 3.783, -4.333)
H (3.855, 3.405, -5.946)
H (2.079, 4.187, -4.789)
H (2.259, 3.715, -3.207)
H (1.994, 1.197, -4.062)
H (1.707, 1.863, -5.627)
H (-0.456, 3.567, -5.593)
H (-0.152, 4.108, -3.855)
H (-1.660, 3.302, -4.350)
H (-0.679, 2.254, -2.056)
H (0.946, 1.699, -2.218)
H (-0.985, -0.152, -1.833)
H (0.390, -0.405, -2.931)
H (-2.339, 0.647, -3.706)
H (-1.714, -0.869, -4.222)
H (-1.152, 1.317, -5.788)
H (0.219, 0.357, -5.340)
P (2.808, -0.259, 0.553)
F (2.901, 0.933, 1.650)
F (1.205, -0.009, 0.535)
F (3.006, 0.680, -0.810)
F (2.621, -1.580, -0.459)
F (4.442, -0.574, 0.665)
F (2.486, -1.230, 1.836)

Output
**Total charge**: +1
**Spin multiplicity**: 2
**Gap between HOMO and LUMO (alpha / beta)**: 2.6 / 11.5 eV
**<S²>**: 0.7506

The molecule's Löwdin atomic charges, reported in e, are given here:
1. C -0.11
2. C -0.21
3. C -0.09
4. N -0.23
5. C 0.01
6. C -0.09
7. C -0.13
8. C -0.20
9. C -0.09
10. H 0.07
11. H 0.08
12. H 0.08
13. H 0.09
14. H 0.07
15. H 0.13
16. H 0.12
17. H 0.09
18. H 0.11
19. H 0.10
20. H 0.13
21. H 0.12
22. H 0.12
23. H 0.09
24. H 0.10
25. H 0.08
26. H 0.07
27. H 0.11
28. C -0.09
29. C -0.23
30. C -0.15
31. N -0.21
32. C 0.07
33. C -0.09
34. C -0.17
35. C -0.22
36. C -0.10
37. H 0.08
38. H 0.07
39. H 0.08
40. H 0.10
41. H 0.11
42. H 0.14
43. H 0.14
44. H 0.09
45. H 0.10
46. H 0.09
47. H 0.13
48. H 0.12
49. H 0.10
50. H 0.11
51. H 0.07
52. H 0.11
53. H 0.10
54. H 0.12
55. C -0.05
56. C -0.21
57. C -0.16
58. N -0.21
59. C 0.02
60. C -0.10
61. C -0.24
62. C -0.20
63. C -0.12
64. H 0.08
65. H 0.07
66. H 0.08
67. H 0.10
68. H 0.12
69. H 0.14
70. H 0.14
71. H 0.10
72. H 0.09
73. H 0.09
74. H 0.09
75. H 0.11
76. H 0.07
77. H 0.12
78. H 0.08
79. H 0.10
80. H 0.13
81. H 0.12
82. P 0.27
83. F -0.17
84. F -0.20
85. F -0.19
86. F -0.21
87. F -0.18
88. F -0.20

Record 2
The following is a quantum chemistry calculation of 2 unconnected molecules or ions with the total composition CH6ClN4, from the OMol25 dataset.

Geometry (Å):
C (0.959, 0.352, 0.786)
N (1.442, -1.406, -0.653)
N (1.390, -1.007, 0.489)
N (0.222, 0.892, -0.230)
N (-1.945, 0.589, -0.311)
Cl (-2.798, -0.938, 0.026)
H (0.391, 0.209, 1.690)
H (2.000, 0.904, 0.892)
H (1.728, -2.360, -0.858)
H (0.432, 0.515, -1.208)
H (-1.687, 1.062, -1.134)
H (-2.134, 1.189, 0.509)

Output
**Total charge**: +1
**Gap between HOMO and LUMO (alpha / beta)**: 6.2 / 6.4 eV

The molecule's natural (NBO) atomic charges, reported in e, are given here:
1. C -0.22
2. N -0.33
3. N -0.08
4. N -0.30
5. N -0.56
6. Cl 0.29
7. H 0.26
8. H 0.32
9. H 0.38
10. H 0.39
11. H 0.44
12. H 0.43

| no. | electronic energy (eV) | molecular weight (g mol⁻¹) |
| --- | --- | --- |
| 1 | -55821.5547 | 529.679 |
| 2 | -19603.1156 | 109.540 |